(1)
# C7H15BaClNO4S2

C7H15BaClNO4S2 as an isolated structure (ωB97M-V/def2-TZVPD, the OMol25 dataset).

The geometry in XYZ format:
```
31
Properties=species:S:1:pos:R:3
C -0.8246 -0.1248 4.5055
C -1.2986 -0.6831 3.1730
C -1.3871 0.3970 2.0897
C -2.4332 0.0209 1.0292
S 0.2736 0.6998 1.4445
O 0.6458 2.0118 1.8823
O 1.1655 -0.3219 1.9073
N 0.0879 0.5719 -0.1786
S 1.1245 1.3882 -0.9732
O 0.7235 2.7300 -1.2708
O 2.5168 1.2761 -0.6295
C 1.0786 0.6448 -2.6126
C 1.1682 -0.8955 -2.6758
C 1.1067 -1.3076 -4.1892
Cl -0.1919 -1.7167 -1.9512
H 0.2274 0.1412 4.4511
H -0.9549 -0.8373 5.3127
H -1.3627 0.7927 4.7276
H -0.6580 -1.5003 2.8583
H -2.3070 -1.0762 3.2894
H -1.7197 1.3031 2.5775
H -3.3277 0.6170 1.1781
H -2.7166 -1.0233 1.1275
H -2.0999 0.1938 0.0138
H 1.9971 1.0607 -3.0535
H 0.2616 1.0169 -3.2223
H 2.1155 -1.2395 -2.2615
H 0.7599 -2.3286 -4.2774
H 0.3862 -0.6356 -4.6509
H 2.1090 -1.1747 -4.6418
Ba 3.5343 -0.0010 -4.9795
```

LUMO level   -6.715 eV
Net charge   +1
Total energy   -52056.59289 eV

Atomic partial charges in e from the Mulliken method, atoms 1 to 8: number 1, C, carries -1.24; number 2, C, carries -0.76; number 3, C, carries 0.27; number 4, C, carries -1.33; number 5, S, carries 1.05; number 6, O, carries -0.70; number 7, O, carries -0.70; number 8, N, carries -0.15

=====

(2)
# C7H15Br3OP

C7H15Br3OP as an isolated structure (ωB97M-V/def2-TZVPD, the OMol25 dataset).

The geometry in XYZ format:
```
27
Properties=species:S:1:pos:R:3
C 2.0918 -1.0566 -0.6710
C 1.2816 0.0922 -1.3002
O 1.0469 1.1676 -0.4343
C 0.0850 0.8774 0.6154
P -1.7023 0.9969 -0.0186
C -1.6764 1.6756 -1.7849
C -2.3996 -0.7719 -0.0619
C -2.0873 -1.5895 -1.3559
H 2.6279 -1.6714 -1.3981
H 2.7968 -0.6876 0.0772
H 1.4007 -1.7144 -0.1287
H 0.3432 -0.2569 -1.7472
H 1.8839 0.4909 -2.1376
H 0.1584 -0.1867 0.9436
H -2.7275 1.8061 -2.0664
H -1.2534 2.6767 -1.7032
H -1.1544 1.0490 -2.5135
H -1.8839 -1.2865 0.7542
H -3.4853 -0.7911 0.0843
H -1.0801 -2.0055 -1.2404
H -2.7824 -2.4162 -1.5373
H -2.0414 -0.9711 -2.2572
C 2.0518 1.0063 3.9158
Br 0.8051 -0.4530 4.0940
Br 2.5809 1.7169 5.6408
Br 3.5853 0.5074 2.8501
H 1.5346 1.7951 3.3809
```

LUMO level   2.520 eV
Net charge   -1
Total energy   -228963.55493 eV
ΔE to the lowest compared entry with this formula, charge and spin   0.287 eV

Atomic partial charges in e from the natural (NBO) method, atoms 1 to 8: number 1, C, carries -0.65; number 2, C, carries -0.06; number 3, O, carries -0.59; number 4, C, carries -0.65; number 5, P, carries 0.64; number 6, C, carries -0.94; number 7, C, carries -0.71; number 8, C, carries -0.62

=====

(3)
# C7H15BrNO4P

C7H15BrNO4P as an isolated structure (ωB97M-V/def2-TZVPD, the OMol25 dataset).

The geometry in XYZ format:
```
29
Properties=species:S:1:pos:R:3
C -0.9953 2.9409 1.4225
C -0.4179 4.3394 1.4475
C 2.6469 -0.2290 0.2613
C -1.2254 -3.3190 -2.5032
C 1.6948 -1.3763 0.0974
C -1.6890 -2.0616 -1.8060
C -1.2671 1.0474 -0.2966
N -0.7715 2.3591 0.1421
O -1.4941 2.2730 2.2808
O 0.7917 0.8405 -2.0927
O 0.3066 -0.9814 -0.1043
O -0.9205 -0.9419 -2.2310
P -0.1480 0.0537 -1.2954
Br -2.7812 1.4864 -1.6306
H -0.4431 4.7720 2.4453
H -1.2027 5.0319 0.9882
H 0.5003 4.4331 0.7919
H 2.4527 0.4699 -0.5963
H 2.6802 0.3728 1.1553
H 3.6434 -0.5323 0.1020
H -1.4082 -3.2217 -3.5871
H -0.2357 -3.5516 -2.3399
H -1.8565 -4.1650 -1.9675
H 1.7071 -2.0365 0.9436
H 2.1459 -2.0165 -0.8045
H -1.5668 -2.1604 -0.6194
H -2.7076 -1.7539 -1.9774
H -1.8725 0.7737 0.5845
H 0.0410 2.6927 -0.4057
```

LUMO level   0.556 eV
Net charge   0
Total energy   -96514.78645 eV
ΔE to the lowest compared entry with this formula, charge and spin   0.000 eV

Atomic partial charges in e from the natural (NBO) method, atoms 1 to 8: number 1, C, carries 0.70; number 2, C, carries -0.73; number 3, C, carries -0.67; number 4, C, carries -0.62; number 5, C, carries -0.05; number 6, C, carries -0.07; number 7, C, carries -0.45; number 8, N, carries -0.67

=====

(4)
# C7H15InO7

C7H15InO7 as an isolated structure (ωB97M-V/def2-TZVPD, the OMol25 dataset).

The geometry in XYZ format:
```
30
Properties=species:S:1:pos:R:3
In -1.6573 -2.1871 1.8685
C -4.3922 -2.1989 -1.5291
O -3.3334 -2.3125 -0.6055
H -5.1811 -2.8907 -1.2338
H -4.9589 -1.2729 -1.4321
H -4.1725 -2.3884 -2.5798
C 3.4615 1.1634 2.2702
O 2.2821 0.3514 2.2215
C 1.1084 0.7467 2.6029
O 0.0563 0.1720 2.3886
O 1.1680 1.9960 3.0979
C 0.0239 2.6970 3.5268
H 3.5315 1.8115 3.1437
H 3.3919 1.9152 1.4840
H 4.4203 0.6454 2.2907
H 0.3563 3.6332 3.9751
H -0.5053 2.1175 4.2833
H -0.7799 2.9033 2.8200
C -1.5137 0.2438 -2.4016
O -0.0928 -0.0448 -2.4668
C 0.4173 -0.8795 -1.5045
O -0.2443 -1.3426 -0.5878
O 1.8033 -1.2622 -1.6470
C 2.4372 -1.1859 -2.9227
H -1.5742 1.1947 -2.9309
H -1.8054 0.4212 -1.3665
H -2.0995 -0.4817 -2.9660
H 3.4870 -1.4158 -2.7408
H 2.3473 -0.2327 -3.4437
H 2.0183 -1.9165 -3.6146
```

LUMO level   -13.979 eV
Net charge   +2
Total energy   -26984.21494 eV
ΔE to the lowest compared entry with this formula, charge and spin   1.642 eV

Atomic partial charges in e from the natural (NBO) method, atoms 1 to 8: number 1, In, carries 1.06; number 2, C, carries -0.34; number 3, O, carries -0.04; number 4, H, carries 0.39; number 5, H, carries 0.35; number 6, H, carries 0.24; number 7, C, carries -0.28; number 8, O, carries -0.47

=====

(5)
# C7H15MoN2S

C7H15MoN2S as an isolated structure (ωB97M-V/def2-TZVPD, the OMol25 dataset).

The geometry in XYZ format:
```
26
Properties=species:S:1:pos:R:3
C 0.9321 -3.1890 1.1357
Mo -0.0746 -1.8252 0.0298
N -1.3461 -0.3411 -0.9232
N -0.7266 -3.1673 -1.6333
H -0.9461 0.3252 -1.5982
H -1.3227 -1.1905 0.8921
H 1.1346 -2.6807 2.1005
H 1.7129 -3.2471 0.3756
H 0.1499 -3.9550 1.2595
H -0.6910 -2.8549 -2.6147
H -1.7062 -3.3361 -1.4053
H -0.2704 -4.0821 -1.6170
H -2.1533 -0.7973 -1.3503
H -1.6911 0.2315 -0.1459
S 1.6380 -0.3079 -0.1737
C 1.1597 1.3505 0.1792
C 1.0513 2.3189 -0.8408
C 0.3839 3.5123 -0.5525
C -0.0583 3.7750 0.7512
C 0.1685 2.8542 1.7799
C 0.8359 1.6650 1.5061
H 1.4335 2.0893 -1.8368
H 0.1716 4.2187 -1.3600
H -0.6147 4.6922 0.9605
H -0.1980 3.0151 2.7960
H 1.0271 0.9262 2.2856
```

LUMO level (spin up / spin down)   -4.338 / -4.113 eV
2S+1   3
Net charge   +1
Total energy   -23164.94452 eV

Atomic partial charges in e from the natural (NBO) method, atoms 1 to 8: number 1, C, carries -1.05; number 2, Mo, carries 1.01; number 3, N, carries -1.04; number 4, N, carries -1.03; number 5, H, carries 0.42; number 6, H, carries -0.08; number 7, H, carries 0.27; number 8, H, carries 0.23

=====

(6)
# C7H15N

A 2-piece molecular cluster, C7H15N overall (ωB97M-V/def2-TZVPD, the OMol25 dataset).

The geometry in XYZ format:
```
23
Properties=species:S:1:pos:R:3
C 0.5448 -0.4941 2.4336
C -0.2878 0.4956 2.1530
C -1.6991 0.5215 2.6653
C 0.0564 1.5893 1.2004
H 1.5522 -0.4506 2.0294
H 0.2838 -1.3657 3.0153
H -1.9483 1.5323 2.9978
H -1.9064 -0.1815 3.4708
H -2.4258 0.2757 1.8820
H 1.1006 1.5389 0.8944
H -0.1415 2.5877 1.5961
H -0.5659 1.4973 0.3095
C 1.3843 -2.3996 -2.6799
N 1.4640 -1.1734 -2.3946
C 0.3275 -0.5774 -1.7023
C -0.0799 0.7348 -2.3408
H 0.4976 -2.9900 -2.4363
H 2.2446 -2.8205 -3.1931
H -0.5218 -1.2688 -1.6504
H 0.6688 -0.3460 -0.6909
H -0.7931 1.2888 -1.7337
H 0.7901 1.3734 -2.5013
H -0.5449 0.6325 -3.3244
```

LUMO level   0.989 eV
SMILES   C=C(C)C.C=NCC
Net charge   0
Total energy   -8990.97359 eV
ΔE to the lowest compared entry with this formula, charge and spin   1.516 eV

Atomic partial charges in e from the natural (NBO) method, atoms 1 to 8: number 1, C, carries -0.42; number 2, C, carries 0.03; number 3, C, carries -0.64; number 4, C, carries -0.65; number 5, H, carries 0.19; number 6, H, carries 0.20; number 7, H, carries 0.21; number 8, H, carries 0.22

=====

(7)
# C7H15N

The molecule C7H15N (ωB97M-V/def2-TZVPD, the OMol25 dataset).

The geometry in XYZ format:
```
23
Properties=species:S:1:pos:R:3
C -2.6638 -1.6088 -1.4209
C -2.1294 -2.0504 -0.0764
C -0.5701 -2.1610 -0.0944
C -0.1483 -0.9401 0.7549
C 0.7545 -0.1054 0.1664
N 0.8653 1.2167 0.6727
C 1.5801 2.3007 -0.0210
C 2.8148 2.7269 0.8576
H -2.1910 -1.9104 -2.3611
H -3.7744 -1.6358 -1.5500
H -2.5177 -0.5085 -1.5848
H -2.4430 -1.2749 0.6147
H -2.5053 -2.9895 0.3418
H -0.2767 -3.1268 0.2766
H -0.1087 -2.0216 -1.0811
H -0.5680 -0.6808 1.7246
H 1.0726 -0.1291 -0.8569
H 0.9045 1.2990 1.6731
H 1.6818 1.9571 -1.0448
H 1.0035 3.2354 -0.0521
H 2.6365 3.7304 1.2082
H 3.6686 2.6678 0.1881
H 2.9142 2.0090 1.6649
```

LUMO level   1.192 eV
SMILES   CCC/C=C/NCC
Net charge   0
Total energy   -8990.33008 eV
ΔE to the lowest compared entry with this formula, charge and spin   2.160 eV

Atomic partial charges in e from the natural (NBO) method, atoms 1 to 8: number 1, C, carries -0.62; number 2, C, carries -0.40; number 3, C, carries -0.41; number 4, C, carries -0.27; number 5, C, carries -0.02; number 6, N, carries -0.63; number 7, C, carries -0.20; number 8, C, carries -0.63

=====

(8)
# C7H15N

The molecule C7H15N (ωB97M-V/def2-TZVPD, the OMol25 dataset).

The geometry in XYZ format:
```
23
Properties=species:S:1:pos:R:3
C -2.4517 -0.2726 0.4127
C -1.7247 -0.4210 -0.8531
C -0.4034 -0.4739 -0.9797
C 0.7534 -0.2885 -0.0354
C 1.8607 -1.1761 -0.5330
C 0.5227 -0.4530 1.5037
C 1.1567 1.2357 -0.2243
N -0.0308 2.0361 -0.0621
H -3.5064 -0.3577 0.2182
H -2.2349 -1.1186 1.0670
H -2.1970 0.6440 0.9057
H -2.2663 -0.5423 -1.8114
H -0.0151 -0.5890 -1.9997
H 1.5965 -2.2093 -0.2355
H 2.7206 -0.8839 0.1225
H 2.0835 -1.1191 -1.6348
H -0.2168 0.2070 1.9870
H 1.4286 -0.1893 2.0521
H 0.2422 -1.5110 1.7070
H 1.8501 1.5066 0.5462
H 1.6635 1.2823 -1.2214
H -0.0198 3.0151 -0.3619
H -0.8118 1.6785 -0.5699
```

LUMO level   0.980 eV
SMILES   C/C=C\C(C)(C)CN
Net charge   0
Total energy   -8991.29249 eV
ΔE to the lowest compared entry with this formula, charge and spin   1.197 eV

Atomic partial charges in e from the natural (NBO) method, atoms 1 to 8: number 1, C, carries -0.67; number 2, C, carries -0.20; number 3, C, carries -0.18; number 4, C, carries -0.11; number 5, C, carries -0.60; number 6, C, carries -0.62; number 7, C, carries -0.20; number 8, N, carries -0.86

=====

(9)
# C7H15N2

An isolated ion of composition C7H15N2 and charge +1 (ωB97M-V/def2-TZVPD, the OMol25 dataset).

The geometry in XYZ format:
```
24
Properties=species:S:1:pos:R:3
C 3.0146 0.4272 0.6435
C 1.5987 -0.1456 0.7934
C 0.4164 0.3554 0.8946
C 0.0317 1.7229 0.9798
C -0.8224 -0.5542 0.9161
N -1.6876 -0.1537 -0.1946
C -2.4337 -1.1899 -1.0592
C -1.3724 -0.4160 -1.7426
N -0.1748 -0.9749 -2.0366
H 3.7181 -0.1541 1.2281
H 3.2313 1.4181 1.0428
H 3.3863 0.3631 -0.3700
H 1.7590 -1.2162 0.9039
H 0.5712 2.4868 0.2657
H 0.3899 1.9268 1.9575
H -1.1496 1.7926 0.9505
H -0.4839 -1.5625 0.9450
H -1.3203 -0.2751 1.7886
H -2.0243 0.7979 -0.1936
H -3.3982 -0.8885 -1.3476
H -2.0846 -2.1450 -0.7162
H -1.7735 0.5608 -2.0728
H 0.5239 -0.2849 -2.0157
H 0.0843 -1.8909 -1.5608
```

LUMO level   -2.884 eV
SMILES   C/C=C(\C)C[N@@H+]1C[C@@H]1N
Net charge   +1
Total energy   -10472.98831 eV
ΔE to the lowest compared entry with this formula, charge and spin   3.307 eV

Atomic partial charges in e from the natural (NBO) method, atoms 1 to 8: number 1, C, carries -0.66; number 2, C, carries -0.16; number 3, C, carries -0.04; number 4, C, carries -0.65; number 5, C, carries -0.25; number 6, N, carries -0.42; number 7, C, carries -0.20; number 8, C, carries 0.16

=====

(10)
# C7H15N2

An isolated ion of composition C7H15N2 and charge +1 (ωB97M-V/def2-TZVPD, the OMol25 dataset).

The geometry in XYZ format:
```
24
Properties=species:S:1:pos:R:3
C 0.1027 2.9304 1.0792
N -1.1782 2.3975 0.6853
N -1.2287 1.3919 -0.0587
C -2.1671 0.5487 -0.6318
C -0.7475 0.3106 -0.8884
C 0.1972 -0.8715 -0.2401
C 1.6353 -0.3001 -0.3365
C 0.0284 -2.0397 -1.1459
C -0.3171 -0.9990 1.1903
H 1.0593 2.7509 0.4956
H 0.1060 2.2606 1.9629
H -0.0961 3.9881 1.2871
H -2.6541 0.9763 -1.4872
H -2.7547 -0.1258 0.0780
H -0.1260 0.6135 -1.7630
H 2.2975 -0.8913 0.1614
H 1.6712 0.7564 -0.0137
H 1.9647 -0.2386 -1.3711
H 0.3549 -1.7921 -2.1165
H 0.5470 -3.0269 -0.7465
H -0.9955 -2.2712 -1.1693
H -0.9012 -1.8503 1.4294
H -0.9030 -0.3132 1.6446
H 0.5701 -1.0942 1.8218
```

LUMO level   -5.251 eV
SMILES   C/N=[N+]1/C[C@@H]1C(C)(C)C
Net charge   +1
Total energy   -10471.39215 eV
ΔE to the lowest compared entry with this formula, charge and spin   4.904 eV

Atomic partial charges in e from the natural (NBO) method, atoms 1 to 8: number 1, C, carries -0.48; number 2, N, carries 0.08; number 3, N, carries -0.01; number 4, C, carries -0.25; number 5, C, carries -0.06; number 6, C, carries 0.01; number 7, C, carries -0.60; number 8, C, carries -0.62